{
  "formula": "C6H36NO11",
  "method": "the ωB97M-V functional and the def2-TZVPD basis",
  "charge": 1,
  "energy_ha": -1132.37692,
  "lumo_energy_ha": -0.093,
  "homo_ev": -12.603,
  "relative_energy_kj_mol": 167.9,
  "homo_lumo_gap_ev": 10.08,
  "symbols": ["C", "O", "C", "C", "C", "C", "C", "N", "H", "H", "H", "H", "H", "H", "H", "H", "H", "H", "H", "H", "H", "H", "H", "H", "H", "H", "O", "H", "H", "O", "H", "H", "O", "H", "H", "O", "H", "H", "O", "H", "H", "O", "H", "H", "O", "H", "H", "O", "H", "H", "O", "H", "H", "O"],
  "xyz": [[-1.679, -0.422, -3.330], [-0.295, -0.066, -3.485], [-2.038, -0.444, -1.861], [-1.339, -1.582, -1.081], [-0.278, -1.117, -0.031], [-0.507, -1.708, 1.353], [0.566, -2.590, 1.961], [1.763, -1.765, 2.292], [-2.303, 0.292, -3.885], [-1.676, -1.384, -3.833], [-0.108, 0.774, -3.034], [-3.108, -0.654, -1.713], [-2.064, 0.509, -1.324], [-2.116, -2.119, -0.548], [-0.879, -2.284, -1.778], [0.735, -1.235, -0.394], [-0.435, -0.033, 0.048], [-0.630, -0.927, 2.127], [-1.489, -2.175, 1.372], [0.152, -2.967, 2.897], [0.946, -3.378, 1.318], [1.531, -1.004, 2.928], [2.165, -1.298, 1.415], [2.526, -2.344, 2.642], [1.366, 1.533, 1.375], [2.810, 1.507, 1.928], [1.898, 1.301, 2.150], [-4.080, -1.693, 2.100], [-4.812, -1.328, 0.849], [-3.991, -1.161, 1.308], [2.032, -3.682, -0.981], [3.277, -3.006, -1.388], [2.583, -2.950, -0.703], [-0.651, 3.192, 0.168], [-1.184, 1.736, 0.530], [-0.365, 2.292, 0.375], [-1.620, 4.016, -0.999], [-2.232, 3.547, -2.218], [-1.433, 3.994, -1.953], [0.019, 0.655, 4.264], [1.423, 0.827, 3.893], [0.862, 0.141, 4.264], [1.872, 0.071, -2.455], [2.274, 1.502, -2.096], [2.510, 0.577, -1.929], [-3.362, 0.423, 1.159], [-2.951, 1.809, 1.702], [-2.774, 1.179, 0.981], [0.933, 3.001, -0.843], [0.046, 3.131, -2.018], [0.841, 2.616, -1.724], [3.963, -0.954, 0.050], [2.921, -0.004, -0.416], [3.277, -0.427, 0.427]]
}

{
  "formula": "C6H37NO13",
  "method": "the ωB97M-V functional and the def2-TZVPD basis",
  "energy_ha": -1283.75804,
  "lumo_energy_ha": 0.009,
  "homo_ev": -9.920,
  "relative_energy_kj_mol": 0.0,
  "homo_lumo_gap_ev": 10.16,
  "symbols": ["O", "C", "C", "C", "C", "C", "C", "N", "H", "H", "H", "H", "H", "H", "H", "H", "H", "H", "H", "H", "H", "H", "H", "O", "H", "H", "O", "H", "H", "O", "H", "H", "O", "H", "H", "O", "H", "H", "O", "H", "H", "O", "H", "H", "O", "H", "H", "O", "H", "H", "O", "H", "H", "O", "H", "H", "O"],
  "xyz": [[1.658, -1.575, -3.850], [0.845, -2.375, -3.417], [-0.267, -2.037, -2.493], [-0.066, -2.698, -1.105], [1.173, -2.180, -0.379], [1.123, -0.696, -0.028], [0.177, -0.309, 1.089], [0.859, -0.324, 2.406], [0.963, -3.427, -3.722], [-0.396, -0.958, -2.397], [-1.199, -2.427, -2.912], [-0.015, -3.783, -1.224], [-0.974, -2.480, -0.538], [1.325, -2.772, 0.524], [2.065, -2.367, -0.987], [0.869, -0.160, -0.927], [2.116, -0.320, 0.179], [-0.691, -0.967, 1.088], [-0.205, 0.700, 0.941], [0.194, -0.541, 3.134], [1.621, -1.008, 2.403], [-0.016, 2.513, -1.068], [0.328, 1.702, -2.296], [-0.437, 2.085, -1.828], [1.299, 4.204, 0.576], [1.402, 2.829, 1.392], [0.968, 3.305, 0.596], [-3.395, 1.397, -1.537], [-1.859, 1.229, -1.314], [-2.743, 0.876, -1.033], [-0.632, 3.429, 1.466], [-1.249, 3.777, 2.818], [-1.504, 3.626, 1.890], [1.771, 0.022, -3.262], [2.112, 1.450, -3.841], [1.793, 0.988, -3.061], [-2.614, 0.134, 2.765], [-3.141, -0.689, 3.987], [-2.415, -0.641, 3.348], [3.838, -0.856, 1.321], [3.992, -2.407, 1.423], [3.643, -1.619, 1.872], [-1.551, -3.273, 1.875], [-2.440, -2.110, 2.335], [-2.447, -2.934, 1.791], [2.809, 1.583, -1.559], [2.350, 2.395, -0.336], [3.134, 1.938, -0.704], [1.594, 1.256, 2.723], [2.953, 1.923, 2.246], [2.071, 2.141, 2.591], [-3.685, -2.129, -0.644], [-3.211, -0.867, -1.339], [-3.601, -1.746, -1.520], [-2.964, 1.112, 0.765], [-2.551, 2.187, 1.792], [-3.040, 1.344, 1.712]]
}

Copy entry 1 word for word.
{
  "formula": "C6H36NO11",
  "method": "the ωB97M-V functional and the def2-TZVPD basis",
  "charge": 1,
  "energy_ha": -1132.37692,
  "lumo_energy_ha": -0.093,
  "homo_ev": -12.603,
  "relative_energy_kj_mol": 167.9,
  "homo_lumo_gap_ev": 10.08,
  "symbols": ["C", "O", "C", "C", "C", "C", "C", "N", "H", "H", "H", "H", "H", "H", "H", "H", "H", "H", "H", "H", "H", "H", "H", "H", "H", "H", "O", "H", "H", "O", "H", "H", "O", "H", "H", "O", "H", "H", "O", "H", "H", "O", "H", "H", "O", "H", "H", "O", "H", "H", "O", "H", "H", "O"],
  "xyz": [[-1.679, -0.422, -3.330], [-0.295, -0.066, -3.485], [-2.038, -0.444, -1.861], [-1.339, -1.582, -1.081], [-0.278, -1.117, -0.031], [-0.507, -1.708, 1.353], [0.566, -2.590, 1.961], [1.763, -1.765, 2.292], [-2.303, 0.292, -3.885], [-1.676, -1.384, -3.833], [-0.108, 0.774, -3.034], [-3.108, -0.654, -1.713], [-2.064, 0.509, -1.324], [-2.116, -2.119, -0.548], [-0.879, -2.284, -1.778], [0.735, -1.235, -0.394], [-0.435, -0.033, 0.048], [-0.630, -0.927, 2.127], [-1.489, -2.175, 1.372], [0.152, -2.967, 2.897], [0.946, -3.378, 1.318], [1.531, -1.004, 2.928], [2.165, -1.298, 1.415], [2.526, -2.344, 2.642], [1.366, 1.533, 1.375], [2.810, 1.507, 1.928], [1.898, 1.301, 2.150], [-4.080, -1.693, 2.100], [-4.812, -1.328, 0.849], [-3.991, -1.161, 1.308], [2.032, -3.682, -0.981], [3.277, -3.006, -1.388], [2.583, -2.950, -0.703], [-0.651, 3.192, 0.168], [-1.184, 1.736, 0.530], [-0.365, 2.292, 0.375], [-1.620, 4.016, -0.999], [-2.232, 3.547, -2.218], [-1.433, 3.994, -1.953], [0.019, 0.655, 4.264], [1.423, 0.827, 3.893], [0.862, 0.141, 4.264], [1.872, 0.071, -2.455], [2.274, 1.502, -2.096], [2.510, 0.577, -1.929], [-3.362, 0.423, 1.159], [-2.951, 1.809, 1.702], [-2.774, 1.179, 0.981], [0.933, 3.001, -0.843], [0.046, 3.131, -2.018], [0.841, 2.616, -1.724], [3.963, -0.954, 0.050], [2.921, -0.004, -0.416], [3.277, -0.427, 0.427]]
}

Number 1 is which compound? C6H36NO11